40
Properties=species:S:1:pos:R:3:forces:R:3 method="wB97M-V/def2-TZVPD" e_tot_ha=-2012.87532 largest_force_ev_per_a=6.0 relative_energy_kcal_mol=71.9 total_charge=-2 orbital_gap_ev=2.505
Rb -12.567196 0.476817 11.583185 -0.383 1.145 -0.574
O -13.259273 -0.941430 13.870077 -0.511 -0.802 -1.025
C -13.504501 -1.837697 13.007539 0.208 -0.296 0.610
N -12.710205 -2.841757 12.639109 1.036 0.968 1.090
C -11.478688 -2.885276 13.343160 -1.377 -1.706 0.605
O -11.286893 -3.616679 14.328388 -0.242 1.126 -1.405
C -10.279418 -2.186942 12.769600 2.252 0.605 -0.326
C -8.982336 -2.499445 13.323330 -1.954 0.827 -0.581
C -7.894072 -1.771862 12.875076 0.141 0.143 0.421
C -8.077944 -0.817698 11.871053 0.598 0.409 -0.246
C -9.343452 -0.641228 11.323695 0.541 0.733 -0.640
N -10.402731 -1.275819 11.776595 -0.740 -1.501 0.925
C -14.861937 -1.861375 12.276018 -0.221 0.338 -0.979
C -15.411215 -3.056117 11.821910 -0.575 -1.094 1.122
C -16.763874 -3.082616 11.439889 0.126 0.619 -0.364
C -17.486014 -1.891761 11.250520 0.876 -0.861 0.629
C -16.724971 -0.749571 11.472537 -0.031 0.395 -0.213
N -15.493711 -0.708921 11.973663 0.483 -0.464 0.674
H -8.958605 -3.185278 14.161371 0.140 -0.043 -0.213
H -6.941339 -1.909164 13.410925 -0.326 0.159 -0.604
H -7.276563 -0.145512 11.515945 -0.339 -0.661 0.285
H -9.511826 0.083641 10.476445 0.191 -0.716 1.011
H -14.843231 -3.990439 12.004892 -0.460 0.727 -0.327
H -17.268773 -4.013354 11.247014 0.076 -0.376 -0.016
H -18.563100 -1.889772 11.013951 0.827 0.162 -0.050
H -17.100358 0.215791 11.205671 -0.403 0.521 -0.034
S -12.069004 2.513140 8.691596 -0.921 -2.996 -4.842
C -13.656435 3.114795 9.031955 1.303 -1.178 -0.727
C -14.864412 2.951032 8.361321 0.833 0.342 0.025
C -15.949899 3.635316 8.884926 1.439 -0.682 2.477
C -17.180687 3.526345 8.252585 -0.412 1.108 -0.463
N -18.100823 3.677678 7.584833 -1.131 -0.480 -0.430
C -15.784821 4.224726 10.205499 0.355 -0.053 -0.869
C -14.586365 4.329678 10.911628 -0.490 0.673 -0.011
C -13.489256 3.814651 10.252937 -0.343 0.124 0.546
S -11.893631 3.766358 10.694086 1.686 2.775 5.080
C -16.895896 4.812462 10.782528 -2.952 0.719 0.289
N -17.937702 5.215564 11.103477 0.844 -0.027 0.196
H -14.909730 2.354366 7.449950 -0.062 0.276 0.253
H -14.525819 4.904272 11.883529 -0.079 -0.960 -1.298